Computed, not measured: a cluster of 12 separate species, C36H68O36S10 in total, with wB97M-V/def2-TZVPD.

Each atom is followed by the atoms it is bonded to, with distances in Å.
Geometry (Å):
1 H -1.464 2.459 -2.746  C102 1.082
2 H -1.801 -2.767 -4.879  C123 1.088
3 O -0.441 -0.572 -5.596  S128 1.454
4 S 0.048 6.733 -2.759  O7 1.437, O60 1.603, O138 1.634, O149 1.426
5 H -2.163 -0.501 -0.710  C140 1.092
6 O -4.733 -3.425 2.613  S46 1.436
7 O 0.640 6.675 -4.066  S4 1.437
8 C 5.350 6.043 1.232  C22 1.387, H40 1.083, C150 1.389
9 H -5.093 -1.307 4.575  C100 1.091
10 H 0.352 -7.099 4.035  C28 1.086
11 H 1.717 4.740 -0.613  C133 1.085
12 H -6.394 -1.570 5.640  C100 1.087
13 H 2.562 -2.182 3.249  C107 1.086
14 H -6.287 -4.152 -0.518  C30 1.091
15 H 3.927 2.686 0.020  C66 1.083
16 S 1.557 -0.297 4.316  O61 1.456, O92 1.614, O101 1.432, C107 1.821
17 H 2.147 -7.950 2.503  C135 1.094
18 H -4.782 -2.467 5.928  C100 1.083
19 C 5.229 -1.714 -0.613  C32 1.397, H72 1.085, C124 1.384
20 H 1.720 -0.190 -7.170  C116 1.083
21 O -5.216 1.059 6.185  S106 1.431
22 C 5.907 5.389 0.143  C8 1.387, C34 1.399, H91 1.081
23 S 0.087 -6.206 0.743  O36 1.434, O65 1.617, O96 1.434, O117 1.610
24 H 0.895 -5.478 3.616  C28 1.094
25 H 5.401 -0.276 2.798  C88 1.093
26 H 2.977 -4.819 -1.055  C73 1.082
27 H 3.127 0.618 2.279  C111 1.097
28 C 0.657 -6.465 3.209  H10 1.086, H24 1.094, O65 1.423, C135 1.517
29 C -3.744 4.480 3.178  H98 1.090, O126 1.412, C130 1.527, H144 1.091
30 C -5.535 -3.375 -0.663  H14 1.091, O48 1.425, C119 1.541, H129 1.089
31 H -1.271 -1.435 4.788  C71 1.090
32 C 5.524 -2.612 -1.641  C19 1.397, H35 1.081, C109 1.394
33 H 0.718 -3.901 -4.024  C94 1.088
34 C 5.303 4.216 -0.320  C22 1.399, C66 1.395, H105 1.083
35 H 6.236 -2.409 -2.428  C32 1.081
36 O -0.513 -7.223 -0.072  S23 1.434
37 H 2.810 3.920 1.937  C82 1.085
38 H 0.458 2.500 1.764  C55 1.083
39 O 1.415 -0.124 0.738  S51 1.436
40 H 5.873 6.906 1.626  C8 1.083
41 H 4.160 0.513 -4.714  C125 1.087
42 H -2.874 -1.561 3.993  C71 1.087
43 H 5.581 1.353 2.298  C88 1.088
44 H -4.037 1.853 -4.343  C136 1.092
45 S -3.296 4.878 0.754  O56 1.427, O74 1.665, O120 1.434, O126 1.633
46 S -4.429 -2.604 1.476  O6 1.436, O48 1.612, O54 1.609, O59 1.441
47 O -3.700 0.573 -2.777  S121 1.600, C136 1.426
48 O -4.343 -3.463 0.115  C30 1.425, S46 1.612
49 H 5.569 0.980 4.055  C88 1.090
50 C 3.200 -2.911 -0.103  C73 1.373, H90 1.085, C124 1.383
51 S 0.797 0.924 -0.025  O39 1.436, C55 1.851, O58 1.629, O77 1.451
52 H 4.569 0.221 -3.052  C125 1.098
53 C -0.811 -2.013 -1.282  H62 1.089, H97 1.095, H134 1.089, C140 1.535
54 O -5.746 -1.780 1.056  S46 1.609, C119 1.426
55 C -0.220 2.006 1.079  H38 1.083, S51 1.851, H70 1.091, H89 1.085
56 O -2.037 4.654 0.120  S45 1.427
57 H -0.462 -3.176 -5.858  C123 1.093
58 O -0.326 0.338 -1.049  S51 1.629, C140 1.416
59 O -3.303 -1.706 1.524  S46 1.441
60 O 1.120 6.431 -1.606  S4 1.603, C133 1.419
61 O 0.896 0.770 3.578  S16 1.456
62 H -1.389 -2.856 -0.907  C53 1.089
63 H 3.333 1.918 3.288  C111 1.095
64 H -7.167 -1.995 -0.440  C119 1.088
65 O -0.410 -6.413 2.268  S23 1.617, C28 1.423
66 C 4.193 3.686 0.338  H15 1.083, C34 1.395, C82 1.375
67 H -1.074 -0.872 0.562  C140 1.092
68 O -3.079 -0.238 6.417  S106 1.634, C118 1.430
69 O 1.608 -0.642 -4.280  C99 1.455, S128 1.638
70 H -0.811 1.258 1.609  C55 1.091
71 C -2.067 -0.891 4.280  H31 1.090, H42 1.087, H115 1.091, C118 1.527
72 H 5.754 -0.766 -0.557  C19 1.085
73 C 3.572 -3.921 -0.956  H26 1.082, C50 1.373, C109 1.406
74 O -3.131 6.200 1.753  S45 1.665, C130 1.427
75 H -1.817 5.521 3.168  C130 1.092
76 H -2.706 3.447 -3.720  C102 1.088
77 O 1.614 1.895 -0.729  S51 1.451
78 H 1.127 1.521 -7.045  C116 1.092
79 H 3.793 -1.122 0.869  C124 1.083
80 O -5.606 1.915 -1.971  S121 1.434
81 H 4.233 -1.155 -4.003  C125 1.089
82 C 3.634 4.368 1.394  H37 1.085, C66 1.375, C150 1.393
83 H 1.121 -1.638 2.370  C107 1.089
84 O -0.382 -6.566 -6.333  S132 1.438
85 H -3.166 6.450 3.852  C130 1.087
86 O -2.390 -6.977 -4.899  S132 1.429
87 H -1.740 0.884 5.364  C118 1.091
88 C 5.135 0.745 3.083  H25 1.093, H43 1.088, H49 1.090, C111 1.523
89 H -0.868 2.589 0.434  C55 1.085
90 H 2.264 -3.013 0.436  C50 1.085
91 H 6.767 5.705 -0.433  C22 1.081
92 O 3.134 0.043 4.267  S16 1.614, C111 1.413
93 H 0.854 -2.554 3.819  C107 1.087
94 C -0.323 -4.215 -3.985  H33 1.088, O122 1.414, C123 1.537, H145 1.093
95 H 2.239 1.032 -3.103  C99 1.089
96 O -0.055 -4.817 0.417  S23 1.434
97 H -1.207 -1.825 -2.285  C53 1.095
98 H -3.387 3.821 3.969  C29 1.090
99 C 2.506 0.002 -3.333  O69 1.455, H95 1.089, H104 1.091, C125 1.513
100 C -5.307 -1.575 5.612  H9 1.091, H12 1.087, H18 1.083, S106 1.838
101 O 1.218 -0.651 5.661  S16 1.432
102 C -2.465 2.555 -3.147  H1 1.082, H76 1.088, O113 1.455, C136 1.520
103 H 4.941 -4.476 -2.520  C109 1.083
104 H 2.416 -0.601 -2.428  C99 1.091
105 H 5.734 3.700 -1.168  C34 1.083
106 S -4.696 -0.189 6.653  O21 1.431, O68 1.634, C100 1.838, O110 1.434
107 C 1.534 -1.845 3.355  H13 1.086, S16 1.821, H83 1.089, H93 1.087
108 H -5.680 -1.195 -0.950  C119 1.088
109 C 4.699 -3.728 -1.775  C32 1.394, C73 1.406, H103 1.083
110 O -4.881 -0.552 8.028  S106 1.434
111 C 3.623 0.864 3.226  H27 1.097, H63 1.095, C88 1.523, O92 1.413
112 H -2.624 0.833 -4.552  C136 1.087
113 O -3.244 2.676 -1.924  C102 1.455, S121 1.615
114 H 3.813 5.906 2.795  C150 1.082
115 H -1.620 -0.448 3.389  C71 1.091
116 C 1.665 0.703 -6.560  H20 1.083, H78 1.092, S128 1.809, H148 1.085
117 O 1.649 -6.396 1.087  S23 1.610, C135 1.414
118 C -2.597 0.241 5.158  O68 1.430, C71 1.527, H87 1.091, H137 1.091
119 C -6.087 -1.979 -0.314  C30 1.541, O54 1.426, H64 1.088, H108 1.088
120 O -4.485 4.915 -0.045  S45 1.434
121 S -4.288 1.487 -1.603  O47 1.600, O80 1.434, O113 1.615, O139 1.437
122 O -0.495 -5.619 -3.986  C94 1.414, S132 1.647
123 C -1.153 -3.604 -5.126  H2 1.088, H57 1.093, C94 1.537, O141 1.416
124 C 4.043 -1.831 0.089  C19 1.384, C50 1.383, H79 1.083
125 C 3.916 -0.122 -3.866  H41 1.087, H52 1.098, H81 1.089, C99 1.513
126 O -3.539 3.802 1.957  C29 1.412, S45 1.633
127 H 2.778 -6.422 2.734  C135 1.094
128 S 0.607 0.327 -5.141  O3 1.454, O69 1.638, C116 1.809, O146 1.443
129 H -5.177 -3.484 -1.685  C30 1.089
130 C -2.884 5.738 3.080  C29 1.527, O74 1.427, H75 1.092, H85 1.087
131 H 2.230 4.752 -2.310  C133 1.090
132 S -1.310 -6.142 -5.318  O84 1.438, O86 1.429, O122 1.647, O141 1.637
133 C 1.444 5.049 -1.617  H11 1.085, O60 1.419, H131 1.090, C147 1.538
134 H 0.262 -2.193 -1.329  C53 1.089
135 C 1.857 -6.902 2.391  H17 1.094, C28 1.517, O117 1.414, H127 1.094
136 C -3.192 1.402 -3.819  H44 1.092, O47 1.426, C102 1.520, H112 1.087
137 H -3.361 0.819 4.638  C118 1.091
138 O -0.748 5.327 -2.520  S4 1.634, C147 1.411
139 O -4.123 0.907 -0.298  S121 1.437
140 C -1.110 -0.716 -0.518  H5 1.092, C53 1.535, O58 1.416, H67 1.092
141 O -1.957 -4.667 -5.605  C123 1.416, S132 1.637
142 H -0.220 3.672 -1.306  C147 1.087
143 H 0.341 3.737 -2.971  C147 1.095
144 H -4.782 4.751 3.378  C29 1.091
145 H -0.773 -3.918 -3.035  C94 1.093
146 O 0.222 1.503 -4.398  S128 1.443
147 C 0.158 4.340 -2.076  C133 1.538, O138 1.411, H142 1.087, H143 1.095
148 H 2.599 1.144 -6.228  C116 1.085
149 O -0.772 7.843 -2.403  S4 1.426
150 C 4.208 5.551 1.852  C8 1.389, C82 1.393, H114 1.082

The HOMO energy is -9.8 eV. The value obtained for the orbital gap is 9.734 eV. The net charge is 0. As for the energy: -8102.8046 Ha. The SMILES is CCOS(C)(=O)=O.CCOS(C)(=O)=O.CCOS(C)(=O)=O.CCOS(C)(=O)=O.O=S1(=O)OCCO1.O=S1(=O)OCCO1.O=S1(=O)OCCO1.O=S1(=O)OCCO1.O=S1(=O)OCCO1.O=S1(=O)OCCO1.c1ccccc1.c1ccccc1.